Entry 1:
2 unconnected molecules or ions with the total composition C3H4S. Source: the OMol25 dataset; level of theory: wB97M-V/def2-TZVPD.

Positions of all 8 atoms, in Å:
C1 -1.30 -0.75 1.04
C2 -1.60 -0.05 0.12
C3 1.35 0.31 -0.71
S1 2.13 0.17 0.66
H1 -1.13 -1.30 1.94
H2 -1.57 0.62 -0.72
H3 0.27 0.35 -0.73
H4 1.84 0.65 -1.60

As for the energy above the lowest of the compared OMol25 structures with the same formula, charge and spin: 91.51 kJ/mol. As for the spin multiplicity: 3. The orbital gap (alpha / beta) comes out at 8.0 / 8.5 eV. The calculation puts the total energy at -14005.4178 eV. Its expectation value of S² is 2.01. The HOMO energy (alpha / beta) comes out at -6.91 / -10.65 eV. The molecular weight is 72.13 u.

Entry 2:
C3H4S2 in the gas phase. Source: the OMol25 dataset; level of theory: wB97M-V/def2-TZVPD.

Positions of all 9 atoms, in Å:
C1 1.09 0.17 0.89
C2 -1.02 0.24 -0.92
C3 0.00 -0.24 0.00
S1 1.39 -1.31 -0.26
S2 -1.70 -1.06 0.24
H1 1.84 1.06 0.77
H2 1.09 0.03 1.97
H3 -1.52 1.25 -0.71
H4 -1.16 -0.14 -1.98

As for the energy above the lowest of the compared OMol25 structures with the same formula, charge and spin: 158.47 kJ/mol. The orbital gap comes out at 9.2 eV. The calculation puts the total energy at -24843.9989 eV. The HOMO energy comes out at -8.55 eV. Its SMILES is C1SC12CS2. The molecular weight is 104.20 u.

Entry 3:
C3H4S2 in the gas phase. Source: the OMol25 dataset; level of theory: wB97M-V/def2-TZVPD.

Positions of all 9 atoms, in Å:
C1 -0.29 -0.05 -0.06
C2 0.79 -1.25 -0.18
C3 2.16 -1.09 0.04
H1 1.84 1.02 0.08
H2 0.43 -2.46 0.05
H3 2.53 -2.22 0.18
H4 2.62 -0.27 0.33
S1 0.41 1.63 -0.01
S2 -1.88 -0.49 0.04

As for the energy above the lowest of the compared OMol25 structures with the same formula, charge and spin: 294.08 kJ/mol. The orbital gap comes out at 8.0 eV. The calculation puts the total energy at -24842.5934 eV. The HOMO energy comes out at -8.92 eV. Its SMILES is C=CC(=S)S. The molecular weight is 104.20 u.

Entry 4:
C3H4S2 in the gas phase. Source: the OMol25 dataset; level of theory: wB97M-V/def2-TZVPD.

Positions of all 9 atoms, in Å:
C1 -0.75 1.14 -0.04
C2 0.38 0.36 0.08
C3 0.34 -1.12 -0.05
S1 -2.38 0.76 0.03
S2 1.98 1.18 0.10
H1 -0.64 2.18 0.06
H2 1.35 -1.42 0.11
H3 -0.22 -1.56 0.83
H4 -0.06 -1.53 -1.11

As for the energy above the lowest of the compared OMol25 structures with the same formula, charge and spin: 173.40 kJ/mol. The orbital gap comes out at 6.6 eV. The calculation puts the total energy at -24843.8441 eV. The HOMO energy comes out at -9.37 eV. Its SMILES is CC(=S)C=S. The molecular weight is 104.20 u.

Entry 5:
C3H4S4 in the gas phase. Source: the OMol25 dataset; level of theory: wB97M-V/def2-TZVPD.

Positions of all 11 atoms, in Å:
C1 -0.74 -1.99 -1.09
C2 -0.01 0.23 0.45
C3 0.59 1.63 0.55
H1 -0.27 -2.75 -0.51
H2 -1.74 -1.83 -0.72
H3 -0.69 -2.36 -2.08
H4 1.75 3.23 1.48
S1 0.25 -0.45 -1.10
S2 -0.81 -0.43 1.72
S3 1.34 2.08 2.02
S4 0.33 2.65 -0.72

As for the energy above the lowest of the compared OMol25 structures with the same formula, charge and spin: 17.94 kJ/mol. The orbital gap comes out at 7.3 eV. The calculation puts the total energy at -46515.7949 eV. The HOMO energy comes out at -8.60 eV. Its SMILES is CSC(=S)C(=S)S. The molecular weight is 168.33 u.

Entry 6:
2 unconnected molecules or ions with the total composition C3H4Si. Source: the OMol25 dataset; level of theory: wB97M-V/def2-TZVPD.

Positions of all 8 atoms, in Å:
C1 1.03 0.24 -0.70
C2 -0.17 0.02 0.38
C3 0.80 -0.95 -0.23
Si1 -1.93 0.16 -0.36
H1 1.65 0.83 -1.33
H2 0.11 0.25 1.35
H3 0.81 -2.06 -0.17
H4 -2.30 1.51 1.07

As for the energy above the lowest of the compared OMol25 structures with the same formula, charge and spin: 244.54 kJ/mol. The orbital gap comes out at 7.8 eV. The calculation puts the total energy at -11047.2359 eV. The HOMO energy comes out at -8.57 eV. The molecular weight is 68.15 u.

Entry 7:
A molecular structure, C3H5AgLiO3. Source: the OMol25 dataset; level of theory: wB97M-V/def2-TZVPD.

Positions of all 13 atoms, in Å:
O1 1.38 1.10 -0.32
C1 0.26 0.44 -0.16
C2 2.49 0.21 -0.49
O2 -0.84 0.94 -0.15
O3 0.46 -0.88 -0.22
C3 1.87 -1.18 -0.26
Ag1 -3.26 0.34 -0.72
H1 3.26 0.46 0.25
H2 2.88 0.34 -1.50
H3 2.14 -1.63 0.70
H4 2.06 -1.88 -1.08
H5 0.42 0.37 2.98
Li1 -0.95 -2.42 -0.40

As for the energy above the lowest of the compared OMol25 structures with the same formula, charge and spin: 236.67 kJ/mol. As for the spin multiplicity: 2. The orbital gap (alpha / beta) comes out at 5.0 / 3.2 eV. The calculation puts the total energy at -13533.0446 eV. Its expectation value of S² is 1.03. The HOMO energy (alpha / beta) comes out at -5.78 / -4.52 eV. The molecular weight is 203.88 u.

Entry 8:
A molecular structure, C3H5AlLiO3. Source: the OMol25 dataset; level of theory: wB97M-V/def2-TZVPD.

Positions of all 13 atoms, in Å:
O1 0.11 1.43 0.44
C1 0.88 0.36 0.40
C2 -1.27 1.10 0.18
O2 2.02 0.40 -0.08
O3 0.13 -0.69 0.04
C3 -1.21 -0.34 -0.34
Al1 3.26 0.48 -1.04
H1 -1.66 1.81 -0.55
H2 -1.81 1.19 1.13
H3 -1.27 -0.47 -1.42
H4 -1.85 -1.07 0.16
Li1 1.02 -2.47 -0.28
H5 1.63 -1.75 1.36

As for the energy above the lowest of the compared OMol25 structures with the same formula, charge and spin: 98.33 kJ/mol. As for the total charge: +2. As for the spin multiplicity: 2. The orbital gap (alpha / beta) comes out at 6.8 / 5.8 eV. The calculation puts the total energy at -16115.5529 eV. Its expectation value of S² is 0.75. The HOMO energy (alpha / beta) comes out at -16.82 / -16.76 eV. The molecular weight is 122.99 u.

Entry 9:
A molecular structure, C3H5AlO4. Source: the OMol25 dataset; level of theory: wB97M-V/def2-TZVPD.

Positions of all 13 atoms, in Å:
C1 -1.25 -1.32 0.94
C2 -1.23 -0.67 -0.41
O1 -0.14 -0.89 -1.17
Al1 1.24 -0.08 -1.29
H1 -1.97 -0.82 1.60
H2 -1.51 -2.39 0.87
H3 -0.23 -1.26 1.37
H4 -0.42 1.32 0.01
H5 -2.18 -0.59 -0.98
O2 0.67 1.55 -0.56
C3 1.99 1.72 -0.20
O3 2.71 0.83 -0.78
O4 2.31 2.59 0.59

As for the energy above the lowest of the compared OMol25 structures with the same formula, charge and spin: 141.26 kJ/mol. As for the total charge: +1. As for the spin multiplicity: 2. The orbital gap (alpha / beta) comes out at 6.2 / 8.4 eV. The calculation puts the total energy at -17970.3569 eV. Its expectation value of S² is 0.75. The HOMO energy (alpha / beta) comes out at -13.23 / -15.43 eV. The molecular weight is 132.05 u.

Entry 10:
C3H5B in the gas phase. Source: the OMol25 dataset; level of theory: wB97M-V/def2-TZVPD.

Positions of all 9 atoms, in Å:
B1 0.89 0.25 0.95
C1 0.64 0.84 -0.52
C2 -0.06 -0.99 0.71
C3 -0.60 0.10 -0.10
H1 0.58 2.03 -0.64
H2 1.09 0.49 -1.41
H3 0.52 -1.74 0.23
H4 -0.59 -1.63 1.36
H5 -1.47 0.70 -0.05

As for the energy above the lowest of the compared OMol25 structures with the same formula, charge and spin: 255.28 kJ/mol. The orbital gap (alpha / beta) comes out at 7.1 / 7.3 eV. The calculation puts the total energy at -3863.2961 eV. The HOMO energy (alpha / beta) comes out at -7.61 / -7.62 eV. Its SMILES is C1B2CC12. The molecular weight is 51.88 u.

Entry 11:
C3H5B in the gas phase. Source: the OMol25 dataset; level of theory: wB97M-V/def2-TZVPD.

Positions of all 9 atoms, in Å:
B1 0.00 -1.06 0.29
C1 1.21 -0.14 -0.13
C2 -1.21 -0.14 -0.13
C3 0.00 0.57 0.29
H1 2.10 0.06 0.44
H2 1.43 -0.24 -1.19
H3 -1.43 -0.24 -1.19
H4 -2.10 0.06 0.44
H5 0.00 1.15 1.20

As for the energy above the lowest of the compared OMol25 structures with the same formula, charge and spin: 165.46 kJ/mol. The orbital gap comes out at 7.3 eV. The calculation puts the total energy at -3864.2271 eV. The HOMO energy comes out at -7.61 eV. Its SMILES is C1B2CC12. The molecular weight is 51.88 u.

Entry 12:
A molecular structure, C3H5BeO4. Source: the OMol25 dataset; level of theory: wB97M-V/def2-TZVPD.

Positions of all 13 atoms, in Å:
O1 0.21 3.48 0.77
C1 0.98 3.41 -0.25
C2 -0.47 1.84 0.99
O2 2.09 3.89 -0.40
O3 0.78 2.22 -0.95
C3 0.07 1.23 -0.20
H1 -1.56 1.92 1.04
H2 0.05 1.61 1.93
H3 -0.63 0.76 -0.89
H4 1.20 0.37 -0.17
O4 2.23 0.66 -0.93
H5 2.77 -0.06 -1.27
Be1 2.07 1.92 -1.71

As for the energy above the lowest of the compared OMol25 structures with the same formula, charge and spin: 341.02 kJ/mol. As for the spin multiplicity: 2. The orbital gap (alpha / beta) comes out at 5.2 / 9.0 eV. The calculation puts the total energy at -11779.5934 eV. Its expectation value of S² is 0.75. The HOMO energy (alpha / beta) comes out at -5.53 / -9.40 eV. The molecular weight is 114.08 u.

Entry 13:
A molecular structure, C3H5BiO3. Source: the OMol25 dataset; level of theory: wB97M-V/def2-TZVPD.

Positions of all 12 atoms, in Å:
H1 0.00 0.93 1.54
O1 1.37 -0.42 0.73
C1 0.05 0.01 0.90
C2 1.56 -0.86 -0.61
O2 -0.80 -0.86 1.46
O3 -0.45 0.22 -0.49
C3 0.65 0.08 -1.39
H2 1.26 -1.91 -0.73
H3 2.62 -0.75 -0.87
H4 0.29 -0.34 -2.34
H5 1.11 1.06 -1.55
Bi1 -2.00 -1.08 -0.03

As for the energy above the lowest of the compared OMol25 structures with the same formula, charge and spin: 109.08 kJ/mol. As for the total charge: +2. The orbital gap comes out at 7.1 eV. The calculation puts the total energy at -15151.8857 eV. The HOMO energy comes out at -20.07 eV. The molecular weight is 298.05 u.

Entry 14:
A gas-phase ion, C3H5Br2N2 (charge +1). Source: the OMol25 dataset; level of theory: wB97M-V/def2-TZVPD.

Positions of all 12 atoms, in Å:
C1 1.04 -1.05 0.22
C2 -1.55 0.79 -0.79
C3 -0.94 0.36 0.33
N1 1.94 -0.11 0.18
N2 -0.22 -0.89 0.37
Br1 -2.66 2.35 -0.57
Br2 1.74 1.72 0.15
H1 1.26 -2.07 0.18
H2 -1.69 0.40 -1.72
H3 -0.99 0.76 1.36
H4 2.83 -0.56 0.26
H5 -0.75 -1.70 0.02

As for the energy above the lowest of the compared OMol25 structures with the same formula, charge and spin: 177.13 kJ/mol. As for the total charge: +1. The orbital gap comes out at 8.9 eV. The calculation puts the total energy at -146248.0827 eV. The HOMO energy comes out at -13.44 eV. Its SMILES is Br/C=C/[NH+]=C\NBr. The molecular weight is 228.90 u.

Entry 15:
C3H5Br2NO2 in the gas phase. Source: the OMol25 dataset; level of theory: wB97M-V/def2-TZVPD.

Positions of all 13 atoms, in Å:
C1 -1.63 -0.09 0.79
C2 -0.63 0.17 -0.30
C3 0.91 -0.03 0.19
N1 1.61 -0.08 -1.12
O1 2.32 0.86 -1.32
O2 1.44 -1.01 -1.84
Br1 1.55 1.76 0.96
Br2 1.32 -1.56 1.22
H1 -2.43 -0.77 0.45
H2 -2.04 0.72 1.25
H3 -1.04 -0.67 1.52
H4 -0.76 1.19 -0.61
H5 -0.62 -0.49 -1.19

As for the energy above the lowest of the compared OMol25 structures with the same formula, charge and spin: 345.59 kJ/mol. The orbital gap comes out at 9.7 eV. The calculation puts the total energy at -148857.9916 eV. The HOMO energy comes out at -10.11 eV. Its SMILES is CCC(Br)(Br)[N+](=O)[O-]. The molecular weight is 246.89 u.

Entry 16:
2 unconnected molecules or ions with the total composition C3H5BrCl2O. Source: the OMol25 dataset; level of theory: wB97M-V/def2-TZVPD.

Positions of all 12 atoms, in Å:
C1 -2.31 -0.53 -0.40
C2 2.11 0.87 0.63
C3 -1.06 -1.33 -0.44
O1 1.87 2.12 0.22
Cl1 -0.99 -2.83 0.50
Cl2 0.46 -0.47 -0.52
Br1 3.70 0.05 0.05
H1 -2.59 -0.04 0.64
H2 -3.19 -1.22 -0.75
H3 -2.28 0.30 -1.12
H4 1.83 0.42 1.61
H5 2.46 2.65 -0.39

As for the energy above the lowest of the compared OMol25 structures with the same formula, charge and spin: 330.98 kJ/mol. The orbital gap (alpha / beta) comes out at 8.5 / 7.1 eV. The calculation puts the total energy at -100322.6070 eV. The HOMO energy (alpha / beta) comes out at -8.07 / -7.28 eV. The molecular weight is 207.88 u.

Entry 17:
C3H5BrClF in the gas phase. Source: the OMol25 dataset; level of theory: wB97M-V/def2-TZVPD.

Positions of all 11 atoms, in Å:
C1 -0.01 -0.70 0.77
C2 0.04 1.37 -0.68
C3 -0.60 0.56 0.29
F1 -0.61 1.47 1.64
Cl1 1.76 1.51 -0.25
Br1 -2.47 0.35 -0.27
H1 -0.54 -1.18 1.56
H2 0.08 -1.40 -0.05
H3 1.01 -0.47 0.87
H4 -0.42 2.51 -0.83
H5 -0.11 0.91 -1.71

As for the energy above the lowest of the compared OMol25 structures with the same formula, charge and spin: 79.78 kJ/mol. The orbital gap comes out at 11.5 eV. The calculation puts the total energy at -88473.4243 eV. The HOMO energy comes out at -10.95 eV. Its SMILES is C[C@](F)(Br)CCl. The molecular weight is 175.43 u.

Entry 18:
C3H5BrF2O in the gas phase. Source: the OMol25 dataset; level of theory: wB97M-V/def2-TZVPD.

Positions of all 12 atoms, in Å:
C1 -1.25 -0.71 -1.09
C2 -0.55 -0.61 0.26
C3 0.40 -3.08 0.49
O1 0.56 -1.47 0.37
F1 1.51 -3.46 1.15
F2 -0.60 -3.29 1.33
Br1 0.34 -4.08 -1.15
H1 -1.98 -1.55 -1.13
H2 -2.02 0.18 -1.22
H3 -0.64 -0.74 -1.96
H4 -1.36 -0.61 1.04
H5 -0.09 0.42 0.17

As for the energy above the lowest of the compared OMol25 structures with the same formula, charge and spin: 92.94 kJ/mol. The orbital gap comes out at 11.1 eV. The calculation puts the total energy at -80715.5838 eV. The HOMO energy comes out at -10.65 eV. Its SMILES is CCOC(F)(F)Br. The molecular weight is 174.97 u.

Entry 19:
2 unconnected molecules or ions with the total composition C3H5BrF2S. Source: the OMol25 dataset; level of theory: wB97M-V/def2-TZVPD.

Positions of all 12 atoms, in Å:
C1 0.56 1.64 -0.05
C2 1.01 0.16 -0.29
C3 -0.61 -4.26 -0.61
F1 -0.39 -3.08 -0.12
F2 -1.64 -4.21 -1.42
S1 2.05 -0.49 -1.50
Br1 -1.26 -5.43 0.93
H1 -0.39 1.55 0.34
H2 1.23 2.11 0.71
H3 0.66 2.19 -1.04
H4 0.82 -0.60 0.45
H5 0.28 -4.76 -1.19

As for the energy above the lowest of the compared OMol25 structures with the same formula, charge and spin: 85.72 kJ/mol. The orbital gap comes out at 8.3 eV. The calculation puts the total energy at -89503.0096 eV. The HOMO energy comes out at -8.81 eV. Its SMILES is FC(F)Br.CC=S. The molecular weight is 191.04 u.

Entry 20:
A molecular structure, C3H5BrN2O. Source: the OMol25 dataset; level of theory: wB97M-V/def2-TZVPD.

Positions of all 12 atoms, in Å:
C1 -0.93 0.45 -1.04
C2 0.23 0.91 -0.14
C3 -1.21 -1.01 -0.79
N1 0.75 -0.21 0.50
N2 -0.30 -1.04 0.81
O1 -1.53 1.16 -1.77
Br1 -2.99 -1.44 -0.39
H1 0.98 1.25 -0.77
H2 0.18 1.80 0.49
H3 -0.80 -1.72 -1.54
H4 1.38 -0.76 -0.17
H5 -0.97 -0.52 1.48

As for the energy above the lowest of the compared OMol25 structures with the same formula, charge and spin: 193.36 kJ/mol. The orbital gap comes out at 9.3 eV. The calculation puts the total energy at -78259.1723 eV. The HOMO energy comes out at -8.88 eV. The molecular weight is 164.99 u.